Entry from the OMol25 dataset: a molecular structure, C43H38AsF9MgN3O3 at a distorted geometry (wB97M-V/def2-TZVPD).

Values from the calculation:
DFT total energy = -5386.30904 hartree
total charge = -1
largest force on an atom = 1.306 eV Å⁻¹
lowest unoccupied orbital energy = 2.5 eV

Last column: Löwdin charge in e.
Positions of all 98 atoms, in Å:
Mg1 1.2512 1.2322 -0.1956  0.57
C1 1.2589 -2.3154 -0.9103  -0.08
N1 2.0835 -1.9193 0.2259  -0.20
C2 1.6124 -2.4378 1.5053  -0.19
C3 1.6708 -1.4260 2.6589  -0.14
C4 0.7548 -0.1934 2.4855  -0.20
N2 1.4537 0.9301 1.8569  -0.01
C5 1.9649 1.8113 2.6328  -0.10
C6 2.7190 2.9868 2.2499  -0.14
C7 3.3699 3.7098 3.2636  -0.07
C8 4.0698 4.8628 3.0044  -0.13
C9 4.1181 5.3381 1.6813  -0.10
C10 3.4960 4.6599 0.6632  -0.01
C11 2.7689 3.4567 0.8964  -0.35
O1 2.1705 2.8657 -0.0699  -0.10
C12 3.4727 -2.2435 -0.0677  -0.22
C13 4.5302 -1.3778 0.6125  -0.15
C14 4.3114 0.1417 0.4656  -0.20
N3 3.4198 0.5002 -0.6272  0.01
C15 3.9357 1.0882 -1.6365  -0.09
C16 3.2201 1.5687 -2.8073  -0.14
C17 3.9533 2.2281 -3.8028  -0.07
C18 3.3520 2.7687 -4.9173  -0.13
C19 1.9609 2.6469 -5.0525  -0.11
C20 1.2114 2.0028 -4.0975  -0.02
C21 1.7995 1.4503 -2.9280  -0.35
O2 1.0664 0.8613 -2.0389  -0.13
H1 1.3439 -3.3893 -1.1453  0.09
H2 1.5478 -1.7266 -1.7810  0.08
H3 0.2206 -2.0837 -0.7098  0.03
H4 2.1910 -3.3283 1.8005  0.11
H5 0.5768 -2.7572 1.3921  0.09
H6 2.6981 -1.0801 2.7986  0.10
H7 1.3744 -1.9524 3.5726  0.11
H8 0.3647 0.1066 3.4634  0.11
H9 -0.0870 -0.4507 1.8420  0.06
H10 1.8472 1.6827 3.7169  0.13
H11 3.3180 3.3288 4.2804  0.10
H12 4.5628 5.4058 3.8008  0.08
H13 4.6433 6.2631 1.4686  0.09
H14 3.5191 5.0251 -0.3571  0.11
H15 3.6066 -2.1450 -1.1447  0.11
H16 3.6802 -3.2941 0.1956  0.11
H17 5.4885 -1.6474 0.1587  0.10
H18 4.5964 -1.6331 1.6736  0.10
H19 5.2876 0.6282 0.3490  0.11
H20 3.8654 0.5207 1.3825  0.09
H21 5.0197 1.2793 -1.6469  0.12
H22 5.0294 2.3170 -3.6762  0.10
H23 3.9368 3.2853 -5.6681  0.08
H24 1.4718 3.0775 -5.9198  0.09
H25 0.1338 1.9223 -4.1863  0.11
F1 -3.4120 1.1712 -0.6538  0.10
C22 -2.8248 2.3747 -0.7781  -0.52
F2 -3.7880 3.2835 -0.5323  0.15
F3 -2.4765 2.5035 -2.0705  0.16
C23 -1.5718 2.4929 0.1666  -0.31
O3 -0.8026 1.3929 0.1096  -0.18
C24 -0.8509 3.8319 -0.2461  -0.53
F4 -1.7151 4.8361 -0.5386  0.14
F5 -0.0775 4.2859 0.7529  0.17
F6 -0.1069 3.6509 -1.3319  0.18
C25 -2.1375 2.7019 1.6310  -0.52
F7 -2.4856 3.9718 1.9187  0.15
F8 -1.2236 2.3293 2.5381  0.15
F9 -3.2311 1.9481 1.8521  0.15
C26 -6.1700 -0.6883 2.6933  -0.10
C27 -6.2876 -0.7658 1.3123  -0.09
C28 -5.1677 -1.0071 0.5264  -0.10
C29 -3.9171 -1.1571 1.1135  -0.38
C30 -3.8059 -1.0771 2.4992  -0.13
C31 -4.9256 -0.8562 3.2878  -0.09
As1 -2.2389 -1.3882 0.1194  1.42
C32 -2.2742 -3.3324 0.4585  -0.31
C33 -2.0168 -3.9758 1.6614  -0.11
C34 -2.0948 -5.3600 1.7445  -0.09
C35 -2.4027 -6.1051 0.6111  -0.10
C36 -2.6520 -5.4706 -0.5965  -0.03
C37 -2.5983 -4.0809 -0.6754  -0.20
C38 -2.8776 -3.2683 -1.8750  -0.20
C39 -3.1568 -3.7793 -3.1390  -0.04
C40 -3.3785 -2.9202 -4.2040  -0.09
C41 -3.3064 -1.5451 -4.0150  -0.08
C42 -3.0262 -1.0278 -2.7570  -0.08
C43 -2.8351 -1.8794 -1.6755  -0.30
H26 -7.0401 -0.4771 3.3030  0.09
H27 -7.2547 -0.6312 0.8420  0.10
H28 -5.2618 -1.0606 -0.5522  0.10
H29 -2.8267 -1.1626 2.9608  0.09
H30 -4.8231 -0.7974 4.3652  0.10
H31 -1.7573 -3.4002 2.5433  0.09
H32 -1.9200 -5.8587 2.6905  0.10
H33 -2.4507 -7.1859 0.6707  0.10
H34 -2.9044 -6.0637 -1.4678  0.10
H35 -3.1832 -4.8514 -3.2963  0.10
H36 -3.5865 -3.3224 -5.1880  0.10
H37 -3.4480 -0.8732 -4.8525  0.10
H38 -2.9405 0.0426 -2.6372  0.09

=====

Entry from the OMol25 dataset: a molecular structure, C43H38BFN14O4Ti at a distorted geometry (wB97M-V/def2-TZVPD).

Values from the calculation:
DFT total energy = -3702.95354 hartree
⟨S²⟩ = 2.053
total charge = -2
largest force on an atom = 14.439 eV Å⁻¹
2S+1 = 3
lowest unoccupied orbital energy (spin up / spin down) = 3.9 / 4.0 eV

Last column: Mulliken spin population.
Positions of all 102 atoms, in Å:
Ti1 -0.2819 -0.1240 0.8152  -0.08
C1 2.1280 -3.4769 2.4216  0.23
C2 1.1840 -2.5755 2.1307  -0.04
N1 1.2580 -1.6356 1.2588  0.25
C3 2.6505 -1.7150 0.5825  0.23
C4 3.6494 -2.5265 1.0329  -0.02
N2 3.4616 -3.5003 1.8368  0.20
C5 2.7092 -0.4986 -0.3427  -0.14
C6 3.8458 -0.1128 -1.0187  0.44
C7 3.7162 0.9813 -2.0938  0.08
C8 2.3407 1.4394 -2.2774  0.06
C9 1.2654 0.7509 -1.7255  0.12
N3 1.4706 -0.0294 -0.6272  0.24
C10 -0.1256 1.3844 -1.6973  0.02
C11 -0.4427 1.9833 -3.0476  0.02
N4 -1.7698 2.4682 -3.2561  0.00
C12 -2.6476 1.9188 -2.4014  0.16
C13 -2.3466 1.2582 -1.1708  -0.03
N5 -1.1222 0.9753 -0.8623  0.08
C14 4.8487 1.4517 -2.8496  -0.11
C15 6.0207 0.7906 -2.8368  0.05
C16 7.2212 1.4046 -3.4231  -0.02
N6 7.3052 2.8431 -3.6299  0.07
C17 6.0965 3.2855 -3.3824  0.00
C18 4.8391 2.8258 -3.0366  0.04
H1 1.9313 -4.2554 3.1503  0.02
H2 0.2722 -2.4268 2.8033  0.05
H3 4.5418 -2.4247 0.9293  0.00
H4 4.7340 -0.3038 -0.4213  0.03
H5 2.3155 2.3085 -3.0867  -0.01
H6 0.2635 2.5774 -3.6642  0.00
H7 -3.6904 1.7720 -2.7129  0.01
H8 -3.0046 0.9447 -0.3121  -0.01
H9 6.1919 -0.2822 -2.7299  0.00
H10 8.2937 0.7406 -3.6495  0.00
H11 6.1018 4.3071 -3.5854  0.00
H12 4.1178 3.3457 -2.9892  0.01
B1 2.3667 0.8587 3.1637  -0.02
N7 1.8207 2.1471 2.1777  0.01
C19 2.2911 3.3877 2.2603  0.00
C20 1.6225 4.1978 1.3397  0.01
C21 0.7559 3.3487 0.7488  0.00
N8 0.8960 2.0742 1.2031  -0.01
N9 1.1951 0.0735 3.7116  0.01
C22 1.0716 -0.6044 4.9265  0.01
C23 -0.1736 -1.1090 4.9984  0.00
C24 -0.7794 -0.7409 3.7348  0.01
N10 0.1132 -0.1015 2.9967  -0.02
H13 3.0980 0.0274 2.5935  0.00
H14 2.8910 1.4638 4.2072  0.00
H15 2.9866 3.7765 2.8427  0.00
H16 1.9756 5.4301 1.2836  0.00
H17 -0.0537 3.5735 0.0691  0.00
H18 1.8859 -0.4460 5.6124  0.00
H19 -0.6058 -1.5463 5.8947  0.00
H20 -1.7314 -0.9554 3.2942  0.00
F1 -6.0302 0.3058 4.3429  0.00
C25 -5.9462 1.3370 3.5056  0.00
C26 -4.6445 1.6996 3.1456  0.00
N11 -4.3650 2.6428 2.2145  0.00
C27 -3.0010 3.2464 1.9625  0.00
C28 -1.9272 2.2305 2.4095  0.00
O1 -1.2433 2.3464 3.4152  0.00
O2 -1.8747 1.2789 1.5422  0.00
C29 -5.4009 3.3759 1.6278  0.00
O3 -5.2788 4.2614 0.7975  0.00
N12 -6.6293 2.8982 2.0081  0.00
C30 -7.0905 1.8573 2.8179  0.00
O4 -8.2686 1.5867 2.8522  0.00
H21 -3.7419 1.2060 3.4410  0.00
H22 -2.8948 4.2839 2.4534  0.00
H23 -2.8866 3.3368 0.9130  0.00
H24 -7.4064 3.4626 1.6296  0.00
C31 2.0162 -1.5122 -5.8606  0.00
C32 1.9726 -2.9642 -6.1019  0.00
C33 1.2968 -3.6756 -5.2254  0.00
N13 0.6418 -3.2059 -4.1562  0.00
C34 0.6864 -1.8897 -3.9051  0.03
C35 1.2487 -1.0110 -4.7679  0.00
H25 2.6515 -0.7595 -6.5126  0.00
H26 2.5629 -3.3729 -6.9295  0.00
H27 1.3048 -4.8255 -5.2579  0.00
H28 0.4330 -1.6356 -2.9252  -0.03
H29 1.4141 0.0546 -4.4139  0.01
C36 -0.2791 -3.7460 -0.7195  -0.04
C37 -1.7670 -3.5287 -0.6072  0.01
C38 -2.6365 -4.5902 -0.8893  0.00
C39 -3.9457 -4.6281 -0.3319  0.00
C40 -4.3317 -3.5626 0.4670  0.00
C41 -3.5708 -2.4751 0.7502  0.01
C42 -4.1292 -1.5171 1.7142  0.00
C43 -2.2631 -2.4871 0.1394  -0.01
N14 -1.4008 -1.2836 0.4672  0.06
H30 0.3506 -3.5515 0.2261  0.01
H31 0.3198 -2.9201 -1.2951  -0.01
H32 0.0879 -4.7230 -1.0721  0.01
H33 -2.2545 -5.4891 -1.4274  0.00
H34 -4.6649 -5.3929 -0.5205  0.00
H35 -5.2307 -3.5528 0.9710  0.00
H36 -5.2054 -1.6952 1.7579  0.00
H37 -3.9678 -0.4863 1.4408  0.00
H38 -3.6787 -1.6545 2.7172  0.00

=====

Q: What is the total charge in the first record?
A: -1